This record from the OMol25 dataset describes a molecular structure, Cl3HgO12 at a distorted geometry. The level of theory is ωB97M-V/def2-TZVPD.

Each line ends with the Mulliken charge.
CARTESIAN COORDINATES (ANGSTROEM)
Hg -0.24692 1.79578 0.11117  1.539
Cl 3.29439 1.11366 0.48784  1.702
O 2.09817 1.98811 0.51855  -0.742
O 4.45621 1.93558 0.64940  -0.630
O 3.19899 0.19372 1.57295  -0.572
O 3.30967 0.46474 -0.78210  -0.555
Cl 0.41380 -1.82629 -0.93894  1.659
O 1.12788 -2.16696 -2.13249  -0.623
O -0.81204 -2.54727 -0.90065  -0.595
O 1.26146 -2.02572 0.19782  -0.625
O 0.10305 -0.36689 -0.95762  -0.701
Cl -3.66155 0.26783 0.43644  1.662
O -4.06964 0.96857 1.62494  -0.645
O -2.48378 0.98450 -0.11070  -0.720
O -3.28488 -1.06887 0.75813  -0.566
O -4.70481 0.28948 -0.53472  -0.585

Output
Gap between HOMO and LUMO = 5.01 eV
Energy relative to the best compared isomer or geometry (same formula, charge and spin) = 0.0 kcal/mol
Net charge = -1
E_LUMO = -2.1 eV
Strongest force on any atom = 3.44 eV/Å